(P)
Here is a structure of composition C2H12N2O2 from the Open Molecules 2025 dataset. Energies are from ωB97M-V/def2-TZVPD.

Structure (XYZ):
```
18
Properties=species:S:1:pos:R:3:lowdin_charge:R:1
N 0.810 0.394 0.648 -0.02
C -0.490 1.089 0.660 -0.30
C -1.622 0.229 0.158 -0.15
N -0.943 -0.005 -1.507 0.00
H 0.949 0.042 -0.311 0.02
H 1.558 1.077 0.756 0.10
H -0.653 1.563 1.670 0.12
H -0.360 2.002 0.053 0.11
H -2.517 0.706 -0.086 0.09
H -1.864 -0.483 0.957 0.14
H -1.874 0.254 -1.825 0.01
H -1.085 -0.599 -0.480 0.04
H 0.705 -1.204 1.444 -0.13
H 1.668 -2.178 2.007 0.05
O 0.734 -2.017 1.798 -0.05
H 2.054 -1.005 -2.101 0.09
H 1.007 0.168 -1.971 -0.04
O 1.923 -0.035 -1.871 -0.09
```

Properties
Orbital gap in eV: 10.21
Total charge: 0
Molar mass in g/mol: 96.1
E_HOMO in eV: -9.553
Spin multiplicity: 1

=====

(Q)
Here is a cluster of 3 separate species, C2H12N2O2 in total from the Open Molecules 2025 dataset. Energies are from ωB97M-V/def2-TZVPD.

Structure (XYZ):
```
18
Properties=species:S:1:pos:R:3:lowdin_charge:R:1
N -1.290 -0.236 -0.467 -0.02
C -2.630 0.443 -0.589 -0.25
C -2.411 1.902 -0.252 -0.32
N -2.307 2.158 1.171 -0.01
H -0.864 -0.360 -1.373 0.05
H -1.246 -1.096 0.053 0.05
H -3.338 -0.015 0.097 0.10
H -2.898 0.177 -1.609 0.10
H -1.607 2.371 -0.815 0.11
H -3.252 2.490 -0.659 0.10
H -2.680 1.413 1.737 0.05
H -1.326 2.210 1.429 0.06
H 6.056 -0.624 0.351 0.03
H 6.103 -0.629 1.895 0.03
O 5.623 -0.279 1.137 -0.06
H 2.505 -2.820 -1.278 0.03
H 3.049 -3.954 -0.454 0.03
O 2.514 -3.152 -0.374 -0.06
```

Properties
Orbital gap in eV: 9.47
Total charge: 0
Molar mass in g/mol: 96.1
Structure (SMILES): NCCN.O.O
E_HOMO in eV: -8.755
Spin multiplicity: 1

=====

(R)
Here is a cluster of 3 separate species, C2H12N2O2 in total from the Open Molecules 2025 dataset. Energies are from ωB97M-V/def2-TZVPD.

Structure (XYZ):
```
18
Properties=species:S:1:pos:R:3:lowdin_charge:R:1
C -2.193 0.425 -0.257 -0.13
N -0.887 0.918 0.190 -0.15
C 0.108 -0.132 0.433 -0.34
N 1.374 0.181 -0.101 0.02
H -2.802 1.278 -0.536 0.08
H -2.098 -0.349 -1.037 0.08
H -2.735 -0.017 0.574 0.07
H -0.539 1.599 -0.480 0.10
H -0.258 -1.072 -0.004 0.11
H 0.119 -0.323 1.518 0.11
H 1.773 1.071 0.135 0.07
H 1.856 -0.365 -0.791 0.06
H 3.582 -3.089 -2.612 0.03
H 3.953 -1.783 -3.280 0.03
O 3.703 -2.152 -2.424 -0.06
H -1.452 1.563 3.588 0.03
H -1.467 1.080 2.148 -0.02
O -2.036 1.168 2.934 -0.08
```

Properties
Orbital gap in eV: 9.65
Total charge: 0
Molar mass in g/mol: 96.1
Structure (SMILES): CNCN.O.O
E_HOMO in eV: -8.927
Spin multiplicity: 1

=====

(R) takes first place; second place is 0.206 eV up.

=====

(P)
Here is the molecule C2H8N2O from the Open Molecules 2025 dataset. Energies are from ωB97M-V/def2-TZVPD.

Structure (XYZ):
```
13
Properties=species:S:1:pos:R:3:lowdin_charge:R:1
C 1.005 -0.126 -1.041 -0.09
C -0.194 0.410 1.700 -0.19
N -1.374 -0.024 -1.367 0.07
N -0.316 0.174 -0.530 -0.24
O -0.313 -0.644 0.808 -0.19
H 1.669 -0.575 -0.381 0.05
H 1.050 -1.008 -1.825 0.11
H 1.365 0.746 -1.584 0.08
H 0.054 -0.044 2.766 0.12
H -1.047 0.951 1.833 0.03
H 0.703 1.092 1.426 0.11
H -1.438 -0.900 -1.787 0.06
H -2.291 0.109 -1.027 0.08
```

Properties
Orbital gap in eV: 10.00
Total charge: 0
Molar mass in g/mol: 76.1
Structure (SMILES): CON(C)N
E_HOMO in eV: -8.859
Spin multiplicity: 1

=====

(Q)
Here is a structure of composition C2H8N2O from the Open Molecules 2025 dataset. Energies are from ωB97M-V/def2-TZVPD.

Structure (XYZ):
```
13
Properties=species:S:1:pos:R:3:lowdin_charge:R:1
C 1.148 -0.653 0.437 -0.08
C 0.580 0.715 0.220 -0.41
N 1.111 1.735 -0.281 0.08
H 2.099 1.618 -0.498 0.06
H -0.278 0.991 1.293 0.13
H 1.528 -1.048 -0.506 0.08
H 0.413 -1.373 0.794 0.07
H 1.947 -0.619 1.180 0.08
N -1.614 -0.804 -0.931 -0.01
O -1.340 0.498 -0.400 -0.29
H -1.201 0.831 0.721 0.14
H -2.228 -1.262 -0.259 0.07
H -2.166 -0.629 -1.769 0.07
```

Properties
Orbital gap in eV: 9.61
Total charge: 0
Molar mass in g/mol: 76.1
E_HOMO in eV: -8.719
Spin multiplicity: 1

=====

(R)
Here is a cluster of 2 separate species, C2H8N2O in total from the Open Molecules 2025 dataset. Energies are from ωB97M-V/def2-TZVPD.

Structure (XYZ):
```
13
Properties=species:S:1:pos:R:3:lowdin_charge:R:1
C -1.192 0.997 -1.092 -0.18
N -1.305 -0.299 -0.364 -0.08
H -2.085 1.050 -1.723 0.06
H -1.196 1.893 -0.472 0.07
H -0.397 0.973 -1.837 0.07
H -1.806 -0.873 -1.026 0.06
H -1.843 -0.187 0.483 0.07
C 1.963 -1.139 0.930 -0.41
N 1.460 0.186 0.930 0.08
O 2.601 -1.565 1.852 0.02
H 1.847 -1.604 -0.088 0.13
H 0.536 0.143 0.489 0.02
H 1.416 0.426 1.917 0.09
```

Properties
Orbital gap in eV: 10.56
Total charge: 0
Molar mass in g/mol: 76.1
Structure (SMILES): NC=O.CN
E_HOMO in eV: -9.797
Spin multiplicity: 1

=====

(R) takes first place; second place is 3.568 eV up.

=====

(P)
Here is a structure of composition C8H13N2O from the Open Molecules 2025 dataset. Energies are from ωB97M-V/def2-TZVPD.

Structure (XYZ):
```
24
Properties=species:S:1:pos:R:3:lowdin_charge:R:1
C 3.884 0.027 -0.429 -0.05
C 2.969 1.124 -0.774 -0.04
C 3.372 -1.134 0.035 -0.01
C 1.777 1.241 -0.203 0.00
C 1.875 -1.057 0.431 -0.08
C -4.019 -0.238 -0.605 -0.05
C -3.718 0.919 0.420 -0.01
C -2.710 -0.017 -0.078 -0.34
N 1.489 0.300 0.913 -0.24
N -1.575 -0.541 -0.148 0.21
O 0.260 0.380 1.296 -0.12
H 4.946 -0.050 -0.804 0.14
H 3.071 1.831 -1.616 0.14
H 3.754 -2.056 0.090 0.07
H 0.980 1.881 -0.486 0.13
H 1.137 -1.133 -0.355 0.12
H 1.769 -1.902 1.218 0.18
H -4.675 -1.000 -0.232 0.11
H -4.271 0.213 -1.652 0.16
H -3.557 1.943 -0.058 0.15
H -3.982 0.723 1.489 0.14
H -0.709 -0.030 0.623 0.08
H 2.195 0.388 1.603 0.17
H -1.363 -1.343 -0.791 0.16
```

Properties
Orbital gap in eV: 9.88
Total charge: +1
Molar mass in g/mol: 153.2
E_HOMO in eV: -13.068
Spin multiplicity: 1

=====

(Q)
Here is a cluster of 2 separate species, C8H13N2O in total from the Open Molecules 2025 dataset. Energies are from ωB97M-V/def2-TZVPD.

Structure (XYZ):
```
24
Properties=species:S:1:pos:R:3:lowdin_charge:R:1
C -2.528 -0.760 -0.592 -0.05
C -1.543 -1.765 -0.142 0.01
C -2.275 0.521 -0.433 -0.06
C -0.432 -1.416 0.526 -0.05
C 2.832 -1.086 -0.609 0.05
C 2.227 0.112 -0.762 -0.24
C -1.167 1.024 0.405 -0.24
C -0.141 -0.068 0.788 -0.25
N 0.819 0.134 1.755 0.20
N -0.460 2.122 -0.338 0.08
O 0.899 0.211 -0.830 -0.08
H -3.435 -0.961 -1.240 0.14
H -1.751 -2.847 -0.385 0.15
H -2.994 1.090 -1.020 0.13
H 0.252 -2.263 0.722 0.14
H 3.940 -1.271 -0.444 0.09
H 2.465 -2.114 -0.599 0.06
H 2.655 1.129 -0.812 0.14
H -1.686 1.235 1.455 0.22
H 1.227 1.046 1.912 0.13
H 1.438 -0.646 1.907 0.12
H -1.159 2.856 -0.481 0.13
H 0.565 1.158 -1.002 0.08
H 0.252 2.559 0.219 0.10
```

Properties
Orbital gap in eV: 8.46
Total charge: +1
Molar mass in g/mol: 153.2
E_HOMO in eV: -12.806
Spin multiplicity: 1

=====

(Q) takes first place; second place is 2.722 eV up.